Record 1
17
Properties=species:S:1:pos:R:3:forces:R:3:mulliken_spin:R:1 method="wB97M-V/def2-TZVPD" total_charge=+2 homo_ev="-21.56 / -20.91" energy_ha=-304.890708 relative_energy_kcal_mol=39.4 spin_multiplicity=2
C -1.520019 -1.589793 -2.588322 2.3 -0.4 -1.3 0.001
N -0.549466 -0.464033 -2.087878 -3.8 0.0 1.5 0.007
H -0.570872 0.395433 -2.601428 -0.1 0.4 -1.3 0.002
H -1.011895 -0.184226 -1.200636 0.9 -0.3 -0.3 -0.002
H 0.390546 -0.704970 -1.942094 1.6 -0.9 0.3 -0.001
H -1.328213 -2.517196 -2.032452 0.0 0.6 0.2 0.000
H -1.107733 -1.784252 -3.612360 -1.3 0.2 0.6 0.000
H -2.547810 -1.268092 -2.451653 0.1 0.2 -0.5 0.000
C 2.022324 0.955982 1.228241 -2.9 -0.4 3.3 0.013
C 0.507032 0.466606 1.272000 1.8 1.1 -0.7 -0.142
O 0.009371 -0.461812 0.607691 0.2 0.4 0.7 0.538
N -0.313300 1.123581 2.146349 4.6 2.1 0.1 0.635
H 2.689241 0.533986 0.589667 1.2 -2.2 -2.2 -0.002
H 2.346281 0.710617 2.255295 0.2 0.0 -0.3 -0.013
H -1.223252 1.037772 2.370783 -4.5 -1.6 0.2 -0.014
H 0.049505 1.874006 2.774779 0.5 -0.7 -0.5 -0.022
H 2.222578 1.987818 1.107759 -0.8 1.5 0.0 -0.001

Record 2
69
Properties=species:S:1:pos:R:3:forces:R:3:mulliken_spin:R:1 method="wB97M-V/def2-TZVPD" total_charge=+2 homo_ev="-12.77 / -14.11" energy_ha=-4015.853043 spin_multiplicity=4
C -0.148670 -0.508873 -7.429132 -0.1 -0.3 -1.6 0.000
C -1.528650 -1.120368 -7.714908 0.0 0.0 0.3 0.000
C 0.016328 0.802025 -8.212373 0.0 0.1 0.3 0.000
C 0.955665 -1.500140 -7.826058 0.1 0.0 0.3 0.000
Cl -0.014704 -0.153274 -5.664357 0.0 0.1 0.5 0.000
H -0.062787 0.607079 -9.289638 0.0 -0.1 0.3 0.000
H 0.994408 1.257218 -8.021916 -0.2 -0.1 0.0 0.000
H -0.760156 1.525881 -7.941755 0.1 -0.1 0.0 0.000
H -1.628162 -1.333063 -8.787329 0.1 0.1 0.2 0.000
H -2.334239 -0.434334 -7.431002 0.2 -0.1 0.0 0.000
H -1.668190 -2.060832 -7.170472 0.1 0.2 -0.1 0.000
H 0.891580 -1.720329 -8.899629 -0.1 0.1 0.2 0.000
H 0.856630 -2.445687 -7.281566 0.0 0.2 -0.1 0.000
H 1.950876 -1.088639 -7.625121 -0.2 0.0 0.0 0.000
C -1.424033 2.015593 0.088787 -0.1 -0.1 -0.9 0.182
C -0.536324 2.731095 -0.791609 -1.1 0.0 0.0 -0.121
C -0.585734 2.070138 -2.079425 -0.9 0.2 0.3 0.026
H 0.008730 3.637109 -0.536595 -0.3 -0.2 -0.2 -0.001
C -1.413537 0.897893 -1.963530 -0.3 0.2 0.6 -0.103
C -1.950327 0.890275 -0.622695 0.4 0.3 -0.3 0.158
H -2.630833 0.143276 -0.231988 0.1 0.2 -0.1 0.033
H -1.664251 2.322106 1.098509 0.1 -0.2 -0.1 -0.004
H -0.139376 2.419294 -2.999303 0.0 0.0 0.2 0.008
H -1.629744 0.182464 -2.745837 -0.1 0.2 0.0 -0.002
C 2.306438 -0.402308 -0.409296 -0.2 0.7 -0.2 0.195
C 2.480796 0.938541 0.093985 0.3 -0.3 -1.0 0.117
C 2.184251 1.857917 -0.973026 1.2 -0.8 0.1 -0.113
H 2.802281 1.234044 1.085860 -0.2 -0.1 -0.1 0.002
C 1.881477 1.070405 -2.151630 0.8 -0.3 0.3 0.049
C 1.898188 -0.321638 -1.788595 0.2 0.3 0.3 -0.105
H 1.657796 -1.152332 -2.439845 0.2 0.2 0.0 0.001
H 2.440399 -1.326601 0.138795 0.0 0.2 0.0 0.006
H 2.242360 2.941067 -0.899465 0.1 -0.4 -0.1 0.003
H 1.735875 1.439286 -3.160791 -0.1 -0.1 0.3 0.014
Tc 0.352790 0.773610 -0.646311 0.0 0.2 0.2 1.710
C 1.428971 -3.848060 5.157880 0.0 0.1 -0.3 0.002
C 1.687104 -3.971844 3.783945 -0.1 0.1 0.2 0.002
C 1.140053 -3.047907 2.883652 0.0 0.2 0.6 0.002
C 0.356090 -1.999605 3.391061 -0.3 -0.3 -0.5 0.085
C -0.007026 -1.939255 4.739733 0.5 -0.5 0.1 -0.024
C 0.562960 -2.856808 5.633558 -0.1 0.1 -0.2 0.003
As -0.071505 -0.516835 2.173271 0.5 0.0 0.9 -0.174
C -1.928698 -0.252282 2.808341 0.3 -0.4 -0.6 0.034
C -2.866294 -1.112353 2.205744 2.3 0.9 0.1 0.238
C -4.190652 -1.124628 2.651375 -1.7 0.2 0.8 0.251
C -4.592272 -0.245226 3.662740 -0.1 0.4 0.4 0.004
C -3.674671 0.648576 4.219408 -2.3 -0.5 0.3 0.243
C -2.332530 0.642464 3.804162 1.2 -0.5 -0.8 0.195
C 0.978702 0.828476 3.198265 -0.4 0.0 -0.2 -0.017
C 0.540960 2.156576 3.281179 0.4 -0.1 0.3 0.059
C 1.291789 3.077058 4.026870 -0.1 0.0 -0.1 0.008
C 2.482318 2.687165 4.639597 0.0 -0.1 -0.1 0.003
C 2.940663 1.374427 4.513066 -0.1 0.0 -0.2 0.002
C 2.193314 0.443214 3.788292 -0.3 0.1 0.1 -0.002
H 1.916117 -4.527251 5.861189 -0.3 0.2 -0.3 0.000
H 2.328691 -4.783509 3.432310 -0.2 0.3 0.1 0.000
H 1.319006 -3.112544 1.807100 0.1 -0.1 0.4 0.001
H -0.713254 -1.186394 5.094639 0.3 -0.1 0.0 0.012
H 0.344295 -2.791894 6.702717 0.0 0.0 -0.4 0.001
H -2.545086 -1.777475 1.400730 -0.1 0.1 0.3 0.004
H -4.907039 -1.821632 2.211876 0.2 0.2 0.2 -0.003
H -5.624504 -0.267991 4.011514 0.3 0.1 -0.1 0.006
H -3.987743 1.355155 4.990416 0.0 -0.2 -0.2 -0.004
H -1.622953 1.331330 4.263817 -0.1 -0.2 -0.1 0.031
H -0.392537 2.461931 2.801926 0.4 0.0 0.1 -0.014
H 0.940186 4.101263 4.145851 0.1 -0.2 -0.1 0.000
H 3.063595 3.400868 5.222303 -0.2 -0.1 -0.2 0.000
H 3.876546 1.081546 4.992677 -0.3 0.0 -0.2 0.000
H 2.528253 -0.594461 3.728058 -0.1 0.3 0.0 0.000

Record 3
69
Properties=species:S:1:pos:R:3:forces:R:3:mulliken_spin:R:1 method="wB97M-V/def2-TZVPD" homo_ev="-6.14 / -6.75" energy_ha=-2022.270889 relative_energy_kcal_mol=21.7 spin_multiplicity=2
La 0.053404 -0.367529 -0.071020 0.1 0.1 1.4 0.008
C 5.860047 -2.299403 -0.314615 0.0 0.0 0.0 0.010
C 5.887718 -1.680345 -1.563796 -0.1 0.0 0.0 -0.007
C 4.708422 -1.385010 -2.242726 0.2 -0.1 0.0 0.014
C 3.522206 -1.754081 -1.645018 -0.4 0.2 -0.2 0.010
C 2.103903 -1.486295 -2.042825 0.1 -0.2 -0.5 0.047
N 1.285420 -2.006494 -1.098426 0.7 -1.3 -0.3 0.043
C 2.046710 -2.467494 0.001571 0.3 0.1 -0.6 -0.016
N 1.626742 -2.730004 1.187141 -0.8 0.3 0.2 0.060
C 0.203171 -2.489052 1.477026 0.8 0.1 0.2 -0.004
C -0.939246 -3.162694 1.053582 -0.1 -0.5 -0.3 -0.006
C -1.161595 -4.424167 0.411876 0.1 0.4 0.1 0.002
C -2.436996 -4.793629 0.148012 -0.4 0.1 0.0 0.000
C -3.556859 -3.950861 0.489814 0.2 -0.4 -0.2 0.000
C -3.382733 -2.750332 1.090237 0.3 0.3 0.1 0.001
C -2.050738 -2.323042 1.395180 -0.5 -0.2 -0.3 -0.001
C -1.513725 -1.182653 1.993535 0.0 0.8 0.4 -0.007
N -2.166575 0.083188 2.333427 0.5 -0.7 -0.1 0.064
C -2.340654 0.896783 1.362485 -0.2 0.5 -0.5 -0.015
N -1.998031 0.693018 0.003253 -1.2 0.2 0.3 0.045
C -2.228697 1.797529 -0.728396 -0.3 0.3 -0.3 0.045
N -1.998788 1.970289 -2.012149 0.3 -0.3 -0.1 -0.005
C -1.197871 1.143843 -2.758547 -0.2 0.2 0.1 0.227
N -0.206185 0.347864 -2.275907 0.0 0.5 -1.1 -0.046
C 0.551806 -0.169595 -3.285767 0.3 -0.2 0.0 0.222
N 1.749860 -0.821028 -3.116145 -0.3 0.4 0.1 0.003
C -0.021940 0.285433 -4.533705 0.2 -0.1 -0.1 0.078
C 0.329309 0.061351 -5.865714 0.0 0.0 0.0 0.032
C -0.437402 0.660959 -6.843626 -0.1 0.1 0.0 0.023
C -1.537922 1.476997 -6.512592 0.1 -0.1 -0.1 0.028
C -1.888182 1.708416 -5.198134 0.1 0.0 0.0 0.026
C -1.119780 1.103424 -4.203529 -0.2 0.2 0.0 0.074
C -2.812113 2.840116 0.174420 0.2 -0.2 -0.4 0.008
C -3.180549 4.146089 -0.074476 -0.1 0.1 0.1 0.017
C -3.638335 4.900329 1.002884 0.0 -0.1 0.0 -0.008
C -3.704784 4.354288 2.284298 0.0 0.0 0.0 0.011
C -3.315798 3.038643 2.526263 -0.1 0.1 0.0 -0.008
C -2.874346 2.295341 1.450680 0.1 -0.4 0.1 0.006
N -0.157673 -1.318460 2.104029 0.1 -0.4 1.3 0.004
C 3.490580 -2.363733 -0.396392 -0.4 -0.1 0.1 0.007
C 4.653269 -2.639769 0.293493 0.1 -0.1 0.0 -0.007
H 6.794153 -2.509930 0.191049 0.0 0.0 0.0 0.001
H 6.839871 -1.416777 -2.006070 0.0 0.0 0.0 0.000
H 4.713849 -0.888485 -3.204700 0.0 0.0 0.0 -0.001
H -0.328836 -5.063666 0.147306 0.0 0.0 0.0 0.000
H -2.631501 -5.745596 -0.330888 0.0 0.0 0.0 0.000
H -4.557391 -4.294502 0.258257 0.0 0.0 0.0 0.000
H -4.230882 -2.125359 1.342189 0.0 0.0 0.0 0.000
H 1.175254 -0.565512 -6.117082 0.0 0.0 0.0 0.005
H -0.191698 0.505438 -7.886460 0.0 0.0 0.0 0.002
H -2.116596 1.929681 -7.307760 0.0 0.0 0.0 0.003
H -2.731100 2.335779 -4.938406 0.0 0.0 0.0 0.005
H -3.119060 4.558271 -1.073384 0.0 0.0 0.0 0.000
H -3.943248 5.927220 0.846361 0.0 0.0 0.0 0.000
H -4.061693 4.967362 3.102481 0.0 0.0 0.0 0.001
H -3.359067 2.604112 3.516618 0.0 0.0 0.0 0.000
H 4.621140 -3.112089 1.267735 0.0 0.0 0.0 0.000
O 1.879848 0.737098 0.862386 0.8 0.5 0.7 -0.001
N 2.205327 0.912809 2.139461 -0.2 0.2 -0.4 0.001
C 2.590371 -0.131381 2.883090 0.0 0.0 0.1 0.001
C 2.900641 0.063219 4.215079 0.0 -0.2 -0.1 0.000
C 2.804709 1.322918 4.771217 0.0 0.1 0.1 0.000
C 2.399337 2.382916 3.971281 0.0 0.0 0.0 0.000
C 2.103793 2.153926 2.648761 0.0 -0.1 0.1 0.000
H 2.606592 -1.087446 2.378247 0.0 0.0 0.0 -0.001
H 3.199244 -0.796462 4.797537 0.0 0.0 0.0 0.000
H 3.036536 1.482904 5.815680 0.0 0.0 0.0 0.000
H 2.305014 3.386909 4.358604 0.0 0.0 0.0 0.000
H 1.775238 2.901666 1.944159 0.0 0.0 0.0 0.000

Record 4
15
Properties=species:S:1:pos:R:3:forces:R:3:lowdin_charge:R:1 method="wB97M-V/def2-TZVPD" homo_ev=-10.67 energy_ha=-378.943246 relative_energy_kcal_mol=124.1 spin_multiplicity=1
C 0.768076 1.418984 0.189241 1.2 -2.1 -0.1 -0.105
C 0.315604 -0.030651 0.424890 -1.7 -2.0 0.2 -0.237
C -0.911671 -0.315521 -0.551538 0.7 -4.3 1.1 -0.231
N -1.351113 -1.984211 -0.525456 4.1 2.9 -1.9 0.056
N -2.089521 0.368637 -0.074655 -0.9 1.9 -0.1 -0.411
O -2.474351 1.300701 -0.775078 0.0 -0.5 0.2 0.075
O -2.550952 0.100261 1.013932 0.0 -0.4 -0.1 0.077
H 0.864227 1.370783 -0.946276 0.1 1.4 1.5 0.098
H -0.061890 1.969848 0.642381 0.5 0.8 -0.7 0.074
H 1.766342 1.573307 0.729823 -1.5 0.2 -1.0 0.099
H -0.123767 -0.187502 1.515772 1.3 0.0 -2.2 0.144
H 1.015079 -0.887754 0.072436 -0.6 1.7 1.1 0.124
H -0.734782 0.005998 -1.577568 -0.1 -0.3 0.2 0.135
H -0.337608 -2.421291 -0.693903 -2.8 1.0 0.4 0.097
H -1.484830 -2.121403 0.447279 -0.3 -0.2 1.3 0.004

Record 5
22
Properties=species:S:1:pos:R:3:forces:R:3:lowdin_charge:R:1 method="wB97M-V/def2-TZVPD" total_charge=+1 homo_ev=-13.53 energy_ha=-403.882087 relative_energy_kcal_mol=37.2 spin_multiplicity=1
C 0.407229 2.236143 -1.154279 0.5 -0.5 -0.1 -0.247
O 0.024528 2.766640 0.090563 -0.1 0.2 0.4 -0.070
C 1.359908 1.040732 -1.044823 -0.1 0.1 0.2 -0.155
C 0.711822 -0.315989 -0.745359 0.3 0.4 0.1 -0.149
C 0.265034 -0.572496 0.656354 0.0 -0.2 0.6 -0.283
C -0.104155 0.221096 1.642285 0.4 0.1 -0.7 0.142
N 0.165197 -2.040094 0.906695 -0.5 0.4 -0.4 0.204
H -0.478241 1.875414 -1.648300 -0.6 0.0 -0.3 0.114
H 0.854233 2.961608 -1.829942 0.1 0.3 0.2 0.125
H 0.321460 3.669061 0.227812 0.1 0.0 -0.2 0.105
H 2.148062 1.229259 -0.310369 0.0 0.1 -0.2 0.129
H 1.797392 0.955436 -2.037462 0.3 -0.1 0.0 0.119
H -0.136182 -0.438992 -1.402883 -0.5 -0.2 -0.3 0.124
H 1.421387 -1.097054 -1.029515 0.1 -0.1 0.0 0.123
H -0.078746 1.275939 1.463390 0.0 0.4 0.0 0.062
H -0.425904 -0.120603 2.600926 -0.1 -0.3 0.5 0.081
H 1.054825 -2.506576 0.770671 0.1 -0.2 -0.2 0.168
H -0.587991 -2.376674 0.255495 0.2 -0.4 0.3 0.112
H -0.149568 -2.223218 1.851190 -0.1 -0.1 0.3 0.157
H -2.875877 -2.772763 0.540315 -0.5 -0.2 -0.3 0.074
H -2.588657 -2.961603 -1.034600 -0.2 0.1 0.8 0.093
O -2.249012 -2.655985 -0.174796 0.7 0.1 -0.6 -0.028

Record 6
49
Properties=species:S:1:pos:R:3:forces:R:3:lowdin_charge:R:1 method="wB97M-V/def2-TZVPD" total_charge=-1 homo_ev=-8.28 energy_ha=-3073.528577 relative_energy_kcal_mol=106.6 spin_multiplicity=1
Na 8.722142 -2.922626 -1.693164 0.0 0.5 0.1 0.958
P 10.492359 1.642314 -5.895558 -0.5 -1.1 -0.6 0.206
F 10.522372 2.371011 -4.456894 0.5 -0.2 -0.4 -0.166
F 9.813404 2.958309 -6.553527 0.1 -0.1 0.5 -0.178
F 12.010646 2.134286 -6.285675 -0.6 -0.1 1.2 -0.192
F 10.482821 0.997714 -7.409461 -0.4 -0.7 0.7 -0.211
F 10.985049 0.201558 -5.214328 1.5 0.8 -0.5 -0.235
F 9.030436 0.974987 -5.536984 -0.5 1.1 -0.7 -0.217
P 6.925513 1.094204 1.557932 0.2 -1.2 -1.9 0.193
F 7.466998 2.390499 2.387388 -0.6 -0.2 -1.6 -0.166
F 8.341784 0.911446 0.701795 0.9 -0.4 2.0 -0.228
F 7.384976 0.205048 2.815922 0.9 -0.4 0.1 -0.180
F 6.401128 -0.273669 0.848544 0.1 -1.6 -0.1 -0.228
F 5.452531 1.179925 2.209886 0.0 1.3 -0.2 -0.169
F 6.519986 1.740442 0.092900 -1.3 2.1 1.6 -0.205
C 7.927145 -8.204478 5.741804 0.2 -1.2 -0.4 -0.143
C 8.175243 -6.743768 5.919174 -0.4 0.0 -0.7 -0.071
O 7.898066 -6.232894 4.564420 0.2 2.9 4.5 0.119
C 7.686000 -7.155199 3.741178 0.6 -3.0 -6.0 -0.564
O 7.612040 -6.933716 2.519979 -0.4 -1.3 3.4 0.096
O 7.768690 -8.455320 4.312421 0.3 2.3 0.5 0.042
H 7.014065 -8.570261 6.211475 0.2 0.1 0.2 0.129
H 8.823205 -8.612040 6.209853 -0.2 -1.3 -0.5 0.127
H 9.208965 -6.519074 6.181904 -0.2 0.2 -0.3 0.133
H 7.515670 -6.486788 6.748042 -0.2 1.3 -0.6 0.134
C 13.848306 -2.276424 2.637069 -0.7 -0.9 0.6 0.021
O 14.687575 -2.880539 1.582541 1.2 5.1 4.3 0.074
C 14.089040 -3.690861 0.871904 -3.6 -2.8 -3.6 -0.720
O 12.877006 -3.872053 0.772829 1.1 -0.2 0.3 0.086
O 15.010969 -4.293907 0.142930 0.3 -1.1 -1.4 0.007
C 14.608295 -5.304726 -0.806346 0.3 -0.3 0.6 -0.027
H 14.307234 -1.470689 3.210029 1.0 -0.6 -0.4 0.097
H 13.584551 -3.159099 3.219669 0.2 0.4 0.7 0.098
H 12.871143 -1.853256 2.404283 0.2 -0.2 -1.3 0.098
H 14.229335 -6.172991 -0.267278 -0.1 0.0 0.1 0.091
H 15.545366 -5.592984 -1.282693 -0.2 0.1 -0.2 0.093
H 13.850961 -5.011209 -1.533261 0.2 0.5 0.2 0.093
C 9.779495 -9.225229 -4.464065 -1.1 0.8 2.4 -0.084
O 10.175727 -8.559602 -5.601868 -0.1 0.3 -2.3 -0.004
C 9.622103 -7.407617 -6.049679 0.7 0.6 1.5 -0.573
O 8.912901 -6.650215 -5.422039 0.0 -0.9 -0.5 0.117
O 10.188150 -7.151835 -7.220432 -0.9 -0.9 0.7 0.000
C 9.878472 -5.924159 -7.856671 0.5 -0.3 -1.8 -0.039
H 9.697355 -10.306101 -4.578426 0.5 0.2 -0.3 0.098
H 8.833480 -8.890068 -4.038840 -0.6 0.1 -0.7 0.090
H 10.418594 -8.883136 -3.650054 0.6 -0.8 0.0 0.097
H 8.856721 -5.695220 -8.159505 -0.5 -0.2 1.4 0.100
H 10.223022 -6.223575 -8.846488 0.9 1.0 -0.2 0.096
H 10.419593 -5.109034 -7.376200 -0.2 0.0 -0.3 0.110